54
Properties=species:S:1:pos:R:3:mulliken_charge:R:1 method="wB97M-V/def2-TZVPD" total_charge=+2 gap_ev=6.511 relative_energy_kcal_mol=7.0 e_lumo_ha=-0.2387
Pt -0.02314 -0.39200 0.16996 1.01
C 0.21301 -0.30715 4.53409 -1.09
C 1.54939 -0.00079 4.73495 -0.54
C 2.36727 0.13349 3.62722 -0.94
C 1.84895 -0.06228 2.35822 0.80
N 0.53928 -0.38721 2.16595 0.09
C -0.24635 -0.47965 3.24520 0.17
C 2.65368 0.09558 1.13676 0.78
C 4.02723 0.24880 1.04858 -0.86
C 4.60930 0.34300 -0.20755 -0.80
C 3.82312 0.26961 -1.34999 -0.83
C 2.45567 0.11473 -1.20804 0.86
N 1.91665 0.05235 0.02032 -0.14
C 1.45826 -0.03305 -2.28517 0.65
C 1.74939 0.16684 -3.62374 -0.96
C 0.75327 0.02790 -4.57406 -0.47
C -0.52782 -0.29307 -4.14989 -1.39
C -0.75987 -0.47221 -2.80336 0.02
N 0.20219 -0.36957 -1.87671 0.30
H -0.47483 -0.40870 5.36121 0.45
H 1.94386 0.14321 5.73121 0.47
H 3.40712 0.40170 3.74471 0.35
H -1.28427 -0.69621 3.06078 0.46
H 4.63821 0.27413 1.93898 0.39
H 5.68088 0.45380 -0.29740 0.47
H 4.27453 0.31094 -2.33050 0.39
H 2.75298 0.43837 -3.91772 0.36
H 0.97050 0.17352 -5.62306 0.47
H -1.34417 -0.40131 -4.84961 0.46
H -1.74937 -0.70788 -2.44140 0.67
C -2.14773 -3.00182 -0.93090 -1.23
P -1.99102 -1.63093 0.25107 0.40
C -2.46495 -2.48548 1.78712 -1.53
C -3.39738 -0.50386 -0.07864 -1.00
C -3.26055 0.79770 0.71246 -1.23
P -1.65393 1.64645 0.37842 0.73
C -2.02994 2.62304 -1.11625 -1.37
C -1.56419 2.90351 1.69149 -1.37
H -3.16033 -3.40392 -0.87886 0.49
H -1.44428 -3.78366 -0.64407 0.39
H -1.94235 -2.71892 -1.96161 0.36
H -3.21685 -3.23282 1.53239 0.50
H -2.90853 -1.82751 2.53242 0.47
H -1.60120 -2.99171 2.21862 0.40
H -4.32990 -1.01734 0.16768 0.60
H -3.43124 -0.30379 -1.15374 0.39
H -3.30847 0.59262 1.78714 0.40
H -4.09553 1.46530 0.48958 0.66
H -2.84572 3.32321 -0.92971 0.44
H -2.31689 1.97008 -1.94161 0.32
H -1.14704 3.18460 -1.42271 0.39
H -2.46695 3.51512 1.72766 0.46
H -0.70934 3.55225 1.49834 0.40
H -1.41908 2.42897 2.66274 0.33

7
Properties=species:S:1:pos:R:3:mulliken_charge:R:1 method="wB97M-V/def2-TZVPD" multiplicity=3 s_squared=2.031 gap_ev="3.346 / 3.470" e_lumo_ha="-0.1002 / -0.1052"
C 1.64632 0.98415 1.02471 0.40
C 0.46424 0.66842 1.07688 -0.10
O 2.85471 0.96300 0.48091 -0.58
H 2.88497 0.37421 -0.38702 0.44
Ce -2.18320 -1.34124 -0.72055 1.45
O -0.61846 0.08580 0.69228 -0.73
F 2.36309 -0.55629 -1.48272 -0.88

19
Properties=species:S:1:pos:R:3:mulliken_charge:R:1 method="wB97M-V/def2-TZVPD" smiles="O=C(O)C(C#CO)=C1c2c(O)oc(O)c21" gap_ev=8.105 relative_energy_kcal_mol=164.6 e_lumo_ha=-0.0049
O 3.34133 0.12677 -0.24342 -0.60
C 2.15591 0.36389 -0.31928 0.34
O 1.60644 1.31941 -1.06991 -0.40
C 1.14512 -0.33661 0.53905 0.08
C 1.88289 -1.42202 1.21220 -0.88
C 2.28869 -2.38025 1.79212 1.33
O 2.92404 -3.43143 2.18186 -0.57
C -0.08612 0.20866 0.41867 0.70
C -1.52814 0.10542 0.63677 -0.40
C -2.83915 0.08004 0.35476 -0.20
O -3.85579 -0.48555 0.93993 -0.45
O -3.15317 0.90158 -0.75000 -0.33
C -1.91045 1.38579 -1.23075 -0.03
O -1.84080 2.13602 -2.34725 -0.52
C -0.93530 0.96241 -0.39735 0.50
H 2.32383 1.67699 -1.52263 0.34
H 3.89597 -3.31141 1.81249 0.37
H -4.40441 -0.53792 0.18536 0.36
H -1.01088 2.63819 -2.19261 0.36

Repeat the third record exactly.
19
Properties=species:S:1:pos:R:3:mulliken_charge:R:1 method="wB97M-V/def2-TZVPD" smiles="O=C(O)C(C#CO)=C1c2c(O)oc(O)c21" gap_ev=8.105 relative_energy_kcal_mol=164.6 e_lumo_ha=-0.0049
O 3.34133 0.12677 -0.24342 -0.60
C 2.15591 0.36389 -0.31928 0.34
O 1.60644 1.31941 -1.06991 -0.40
C 1.14512 -0.33661 0.53905 0.08
C 1.88289 -1.42202 1.21220 -0.88
C 2.28869 -2.38025 1.79212 1.33
O 2.92404 -3.43143 2.18186 -0.57
C -0.08612 0.20866 0.41867 0.70
C -1.52814 0.10542 0.63677 -0.40
C -2.83915 0.08004 0.35476 -0.20
O -3.85579 -0.48555 0.93993 -0.45
O -3.15317 0.90158 -0.75000 -0.33
C -1.91045 1.38579 -1.23075 -0.03
O -1.84080 2.13602 -2.34725 -0.52
C -0.93530 0.96241 -0.39735 0.50
H 2.32383 1.67699 -1.52263 0.34
H 3.89597 -3.31141 1.81249 0.37
H -4.40441 -0.53792 0.18536 0.36
H -1.01088 2.63819 -2.19261 0.36